[1]
A single C17H20ClNO molecule. Source: OMol25; level of theory: ωB97M-V/def2-TZVPD.

The geometry in XYZ format:
```
40
Properties=species:S:1:pos:R:3
C -3.444 -0.653 1.290
N -2.574 -1.173 0.252
C -3.304 -2.094 -0.599
C -1.368 -1.777 0.813
C -0.277 -0.741 1.094
C 0.356 -0.140 -0.206
O -0.266 -0.672 -1.364
C 0.185 1.378 -0.277
C 1.211 2.219 -0.690
C 1.001 3.582 -0.803
C -0.241 4.125 -0.528
C -1.281 3.289 -0.160
C -1.071 1.927 -0.044
C 1.822 -0.534 -0.241
C 2.309 -1.345 -1.257
C 3.635 -1.738 -1.291
C 4.507 -1.321 -0.301
C 4.046 -0.508 0.720
C 2.717 -0.122 0.746
Cl 2.201 0.911 2.041
H -4.253 -0.086 0.829
H -2.886 0.009 1.949
H -3.885 -1.455 1.903
H -4.152 -1.570 -1.039
H -2.655 -2.440 -1.402
H -3.684 -2.968 -0.050
H -1.592 -2.317 1.747
H -0.975 -2.501 0.097
H 0.501 -1.245 1.669
H -0.671 0.064 1.715
H -1.212 -0.494 -1.270
H 2.183 1.813 -0.929
H 1.815 4.222 -1.113
H -0.401 5.190 -0.611
H -2.263 3.698 0.034
H -1.897 1.284 0.218
H 1.623 -1.659 -2.025
H 3.986 -2.370 -2.093
H 5.543 -1.621 -0.319
H 4.712 -0.167 1.497
```

Calculated values
HOMO level in eV: -8.93
Gap between HOMO and LUMO in eV: 9.74
SMILES: CN(C)CC[C@@](O)(c1ccccc1)c1ccccc1Cl



[2]
A molecular structure, C28H37N7Si2W in a non-equilibrium geometry. Source: OMol25; level of theory: ωB97M-V/def2-TZVPD.

The geometry in XYZ format:
```
75
Properties=species:S:1:pos:R:3
W -0.189 -0.218 0.101
C -2.327 0.234 2.566
N -1.145 0.866 1.982
C -0.096 1.104 3.000
C 1.140 1.433 2.252
N 1.337 0.938 1.046
C 2.574 1.455 0.601
C 3.278 1.283 -0.587
C 4.480 1.949 -0.704
C 4.983 2.764 0.327
C 4.292 2.935 1.507
C 3.082 2.262 1.610
N 2.136 2.224 2.640
C -2.087 -1.229 2.554
N -1.162 -1.802 1.810
C -1.326 -3.194 2.063
C -0.666 -4.323 1.569
C -1.072 -5.563 2.016
C -2.117 -5.709 2.943
C -2.782 -4.612 3.441
C -2.359 -3.372 2.977
N -2.815 -2.093 3.269
H -2.527 0.595 3.578
H -3.198 0.474 1.956
H -1.429 1.766 1.607
H -0.375 1.896 3.699
H 0.052 0.185 3.570
H 2.902 0.654 -1.382
H 5.056 1.840 -1.614
H 5.931 3.266 0.192
H 4.675 3.557 2.306
H 2.201 2.697 3.528
H 0.135 -4.249 0.861
H -0.571 -6.447 1.645
H -2.405 -6.700 3.267
H -3.590 -4.712 4.154
H -3.561 -1.856 3.904
C 1.751 -2.591 0.219
Si 0.696 -2.460 -1.327
C 1.180 -3.639 -2.634
C -1.210 -2.367 -1.133
N 0.808 -0.730 -1.574
C 0.707 0.059 -2.673
C 1.269 -0.243 -3.931
C 1.177 0.674 -4.937
C 0.537 1.915 -4.709
C -0.037 2.210 -3.506
C 0.001 1.262 -2.444
N -0.570 1.357 -1.181
Si -1.531 2.905 -0.977
C -2.509 3.089 0.606
C -0.292 4.278 -0.920
C -2.867 2.967 -2.255
H 1.986 -3.605 0.544
H 1.341 -2.106 1.109
H 2.697 -2.094 -0.018
H 1.040 -4.666 -2.282
H 2.232 -3.521 -2.904
H 0.568 -3.500 -3.528
H -1.700 -3.134 -0.539
H -1.611 -2.368 -2.150
H -1.613 -1.394 -0.752
H 1.790 -1.182 -4.074
H 1.609 0.462 -5.906
H 0.501 2.649 -5.504
H -0.504 3.173 -3.394
H -1.967 3.413 1.502
H -3.190 2.267 0.844
H -3.157 3.934 0.347
H 0.590 3.943 -0.361
H -0.712 5.146 -0.406
H 0.057 4.611 -1.897
H -3.767 2.510 -1.835
H -2.642 2.467 -3.194
H -3.113 4.011 -2.481
```

Calculated values
Total charge: +2
HOMO level (spin up / spin down) in eV: -12.90 / -12.90
Gap between HOMO and LUMO (spin up / spin down) in eV: 6.31 / 7.06
Multiplicity: 3



[3]
A molecular structure, C49H47Cl2N4O2Ta in a non-equilibrium geometry. Source: OMol25; level of theory: ωB97M-V/def2-TZVPD.

The geometry in XYZ format:
```
105
Properties=species:S:1:pos:R:3
Ta 0.096 0.052 -0.253
C 0.343 -3.342 2.480
C 1.102 -2.371 1.623
C 1.410 -1.110 2.146
C 0.874 -0.720 3.499
C 2.290 -0.253 1.446
C 2.950 0.910 2.148
C 2.773 -0.632 0.179
C 3.860 0.180 -0.480
C 2.412 -1.889 -0.359
C 3.218 -2.455 -1.496
C 1.520 -2.725 0.334
C 1.066 -4.025 -0.270
H -0.729 -3.135 2.476
H 0.684 -3.281 3.512
H 0.483 -4.366 2.148
H 1.552 -1.036 4.296
H -0.091 -1.187 3.690
H 0.739 0.354 3.581
H 2.747 1.866 1.671
H 4.032 0.766 2.121
H 2.656 0.978 3.190
H 4.838 -0.244 -0.233
H 3.860 1.213 -0.148
H 3.782 0.189 -1.564
H 3.526 -1.724 -2.235
H 2.718 -3.265 -2.015
H 4.139 -2.862 -1.065
H 1.747 -4.843 -0.022
H 1.002 -3.961 -1.354
H 0.076 -4.290 0.091
Cl -2.748 -4.005 0.605
C -3.249 -2.380 0.789
C -4.623 -2.117 1.032
C -5.108 -0.842 1.082
Cl -6.785 -0.573 1.361
C -4.253 0.277 0.862
C -4.635 1.629 0.794
C -3.684 2.572 0.490
C -2.363 2.177 0.246
N -1.957 0.921 0.328
C -2.901 -0.010 0.653
C -2.403 -1.320 0.649
O -1.079 -1.326 0.415
H -5.294 -2.955 1.161
H -5.669 1.907 0.952
H -3.940 3.619 0.407
H -1.623 2.913 -0.036
N 0.224 1.625 1.511
C 0.167 2.736 1.847
N 0.089 3.969 2.240
C -1.203 4.586 2.613
C -0.969 5.491 3.809
O 0.047 6.428 3.520
C 1.292 5.794 3.309
C 1.231 4.898 2.085
H -1.918 3.798 2.845
H -1.565 5.172 1.764
H -0.697 4.894 4.688
H -1.873 6.053 4.034
H 1.578 5.212 4.193
H 2.030 6.578 3.153
H 2.145 4.317 1.977
H 1.077 5.492 1.181
C -3.384 -2.012 -4.595
C -3.575 -1.602 -3.262
C -2.517 -1.168 -2.510
C -1.202 -1.112 -3.028
C -0.067 -0.663 -2.253
C 1.128 -0.539 -2.941
C 1.314 -0.936 -4.277
C 0.254 -1.429 -4.978
C -1.028 -1.505 -4.380
C -2.133 -1.959 -5.140
H -4.224 -2.358 -5.183
H -4.568 -1.631 -2.830
H -2.705 -0.834 -1.503
H 1.970 -0.064 -2.452
H 2.286 -0.836 -4.742
H 0.367 -1.736 -6.010
H -1.968 -2.256 -6.169
N 0.500 1.700 -1.121
C 0.419 2.819 -1.732
C 1.641 3.623 -1.944
C 2.684 3.542 -1.021
C 3.843 4.273 -1.209
C 3.972 5.079 -2.335
C 2.941 5.161 -3.261
C 1.770 4.445 -3.062
C -0.886 3.349 -2.194
C -1.209 4.689 -1.975
C -2.465 5.162 -2.324
C -3.384 4.313 -2.931
C -3.051 2.987 -3.182
C -1.809 2.502 -2.804
H 2.560 2.909 -0.150
H 4.648 4.219 -0.487
H 4.880 5.647 -2.490
H 3.048 5.787 -4.136
H 0.967 4.507 -3.786
H -0.480 5.356 -1.527
H -2.720 6.199 -2.145
H -4.354 4.692 -3.224
H -3.754 2.331 -3.678
H -1.543 1.473 -3.003
```

Calculated values
Total charge: +2
ΔE to the lowest compared entry with this formula, charge and spin in eV: 0.869
HOMO level in eV: -12.65
Gap between HOMO and LUMO in eV: 6.24



[4]
2 unconnected molecules or ions with the total composition C8H15N2O in a non-equilibrium geometry. Source: OMol25; level of theory: ωB97M-V/def2-TZVPD.

The geometry in XYZ format:
```
26
Properties=species:S:1:pos:R:3
C -0.493 0.688 0.212
C -1.789 0.143 -0.018
C 0.579 -0.170 0.400
C -3.080 -1.718 -0.357
C -0.503 2.115 0.187
C 3.569 -0.709 -1.135
C -3.853 0.839 -0.947
C 2.997 -0.744 0.309
N 1.846 0.128 0.497
N -3.012 -2.450 0.743
O -2.620 1.134 -0.348
H 0.387 -1.258 0.262
H 0.380 2.659 -0.010
H -0.955 2.477 1.079
H -1.015 2.575 -0.594
H 4.626 -0.975 -1.125
H 2.938 -1.162 -1.841
H 3.527 0.276 -1.422
H -4.285 1.874 -1.194
H -4.517 0.371 -0.208
H -3.690 0.410 -1.926
H 3.667 -0.313 1.031
H 2.713 -1.746 0.642
H -3.701 -3.171 0.834
H -2.250 -2.302 1.441
H 2.167 1.045 0.634
```

Calculated values
Total charge: +1
ΔE to the lowest compared entry with this formula, charge and spin in eV: 6.842
HOMO level (spin up / spin down) in eV: -12.29 / -12.29
Gap between HOMO and LUMO (spin up / spin down) in eV: 8.52 / 8.52



[5]
A molecular structure, C22H26F5MgN7O11P2S2 in a non-equilibrium geometry. Source: OMol25; level of theory: ωB97M-V/def2-TZVPD.

The geometry in XYZ format:
```
76
Properties=species:S:1:pos:R:3
Mg 0.023 1.196 0.902
N -0.450 4.848 2.475
C -0.912 4.294 3.644
C -1.216 2.996 3.350
N -0.952 2.757 2.035
C -0.483 3.881 1.531
C -0.097 3.891 0.141
N -0.084 2.745 -0.512
C 0.253 3.031 -1.802
C 0.445 4.374 -1.931
N 0.219 4.910 -0.687
H -0.073 5.774 2.378
H -0.988 4.859 4.556
H -1.603 2.223 3.991
H 0.347 2.256 -2.541
H 0.742 4.977 -2.770
H 0.292 5.882 -0.444
C 2.629 -2.068 3.163
C 1.719 -0.861 3.011
O 1.499 -0.177 4.248
P 2.420 0.443 1.955
O 3.854 0.728 2.559
O 2.621 -0.134 0.516
O 1.574 1.681 1.907
P 0.076 -1.354 2.291
O -0.602 -1.991 3.630
O 0.141 -2.365 1.217
O -0.704 -0.078 2.051
H 3.611 -1.767 3.526
H 2.732 -2.571 2.201
H 2.188 -2.764 3.878
H 0.589 -0.330 4.531
H 4.336 1.396 2.034
H 2.911 0.693 -0.079
H -0.550 -2.956 3.591
C -7.097 -4.356 0.446
C -5.601 -4.115 0.562
S -5.103 -2.842 -0.616
O -5.275 -1.545 -0.004
O -5.762 -3.073 -1.876
C -3.331 -3.111 -0.866
C -2.847 -2.199 -2.011
N -1.598 -1.528 -1.664
C -1.469 -0.373 -0.983
N -0.179 -0.087 -0.767
C 0.542 -1.079 -1.338
C -0.310 -1.984 -1.897
N 0.037 -3.223 -2.490
O -0.857 -4.029 -2.733
O 1.217 -3.418 -2.700
C -2.590 0.509 -0.562
H -7.397 -5.164 1.111
H -7.353 -4.626 -0.577
H -7.655 -3.459 0.710
H -5.024 -5.002 0.299
H -5.305 -3.742 1.541
H -3.191 -4.162 -1.110
H -2.825 -2.869 0.069
H -3.596 -1.446 -2.253
H -2.670 -2.795 -2.895
H 1.612 -1.120 -1.327
H -2.648 1.380 -1.218
H -2.394 0.866 0.449
H -3.546 -0.001 -0.552
F 7.058 0.823 -5.098
C 6.301 1.138 -4.047
C 4.975 0.747 -3.994
F 4.450 0.046 -5.004
C 4.193 1.104 -2.914
F 2.913 0.692 -2.911
C 4.666 1.877 -1.849
S 3.648 2.422 -0.557
C 6.018 2.230 -1.933
F 6.568 2.949 -0.951
C 6.821 1.879 -3.000
F 8.098 2.268 -3.039
```

Calculated values
ΔE to the lowest compared entry with this formula, charge and spin in eV: 0.000
HOMO level in eV: -7.29
Gap between HOMO and LUMO in eV: 6.97



[6]
A single C21H23F2N3O4 molecule in a non-equilibrium geometry. Source: OMol25; level of theory: ωB97M-V/def2-TZVPD.

The geometry in XYZ format:
```
53
Properties=species:S:1:pos:R:3
O -1.069 -2.564 2.277
C -0.629 -1.702 1.545
C 0.343 -2.005 0.456
C 1.758 -1.880 0.481
C 2.134 -2.301 -0.763
C 3.465 -2.386 -1.440
O 4.505 -1.812 -0.686
C 4.484 -0.479 -0.424
C 5.516 -0.011 0.393
C 5.592 1.320 0.741
C 4.633 2.208 0.281
F 4.696 3.504 0.635
C 3.611 1.750 -0.536
F 2.669 2.596 -0.982
C 3.530 0.416 -0.899
O 1.045 -2.653 -1.461
N -0.053 -2.470 -0.697
N -0.953 -0.392 1.679
C -2.100 -0.059 2.499
C -2.979 0.976 1.776
N -2.946 0.801 0.342
C -4.172 0.689 -0.433
C -4.940 -0.587 -0.082
C -6.153 -0.722 -0.998
C -7.057 0.501 -0.873
C -6.283 1.774 -1.203
C -5.070 1.917 -0.287
C -1.750 0.738 -0.281
O -1.592 0.703 -1.481
C -0.597 0.631 0.720
H 2.372 -1.539 1.287
H 3.394 -1.935 -2.440
H 3.751 -3.437 -1.562
H 6.249 -0.718 0.746
H 6.386 1.687 1.372
H 2.718 0.120 -1.543
H -2.644 -0.990 2.683
H -1.771 0.344 3.464
H -2.634 1.988 2.026
H -4.007 0.881 2.123
H -3.836 0.621 -1.474
H -4.281 -1.450 -0.198
H -5.276 -0.553 0.957
H -6.710 -1.625 -0.740
H -5.816 -0.820 -2.031
H -7.910 0.402 -1.546
H -7.443 0.565 0.148
H -5.947 1.735 -2.241
H -6.932 2.645 -1.093
H -4.505 2.815 -0.547
H -5.410 2.018 0.746
H -0.441 1.578 1.246
H 0.317 0.374 0.187
```

Calculated values
ΔE to the lowest compared entry with this formula, charge and spin in eV: 0.252
HOMO level in eV: -9.01
Gap between HOMO and LUMO in eV: 9.62
SMILES: O=C(c1cc(COc2ccc(F)c(F)c2)on1)N1CCN(C2CCCCC2)C(=O)C1



[7]
A molecular structure, C21H24IN5S4Sr in a non-equilibrium geometry. Source: OMol25; level of theory: ωB97M-V/def2-TZVPD.

The geometry in XYZ format:
```
56
Properties=species:S:1:pos:R:3
Sr -0.261 -0.426 0.496
C 0.570 1.625 -2.378
C 1.991 1.112 -2.133
N 2.007 -0.294 -1.795
C 1.780 -1.287 -2.824
C 0.591 -2.187 -2.518
C 0.269 -3.324 -3.245
C -0.941 -3.954 -2.991
C -1.842 -3.417 -2.081
C -1.446 -2.266 -1.420
C -2.654 -1.560 -0.692
N -2.615 -0.488 0.353
C -2.533 0.903 -0.174
C -1.521 1.008 -1.350
N -0.239 1.699 -1.147
N -0.265 -1.697 -1.631
H 0.593 2.590 -2.896
H 0.081 0.919 -3.056
H 2.603 1.362 -3.019
H 2.419 1.641 -1.278
H 2.782 -0.531 -1.191
H 1.564 -0.788 -3.780
H 2.656 -1.922 -2.971
H 0.986 -3.741 -3.939
H -1.185 -4.874 -3.509
H -2.784 -3.898 -1.860
H -3.256 -1.185 -1.537
H -3.175 -2.401 -0.243
H -3.437 -0.625 0.921
H -3.505 1.220 -0.565
H -2.253 1.572 0.648
H -1.185 0.001 -1.593
H -2.074 1.354 -2.233
H -0.383 2.647 -0.826
S 2.423 -3.624 -1.061
S 0.951 -4.964 -0.536
S 0.363 -4.720 1.420
S -1.101 -3.257 1.536
I 2.349 -1.242 3.026
C 2.821 0.100 1.350
H 2.510 -0.558 0.532
H 2.041 0.868 1.474
N -1.522 8.997 5.227
C -1.356 7.928 4.831
C -1.157 6.598 4.337
C -2.248 5.835 3.914
C -2.057 4.557 3.434
C -0.771 3.987 3.350
C 0.314 4.771 3.789
C 0.127 6.049 4.271
C -0.573 2.683 2.835
C -0.404 1.539 2.404
H -3.244 6.255 3.970
H -2.902 3.963 3.113
H 1.306 4.342 3.737
H 0.974 6.636 4.602
```

Calculated values
Total charge: -2
ΔE to the lowest compared entry with this formula, charge and spin in eV: 3.416
HOMO level in eV: -0.51
Gap between HOMO and LUMO in eV: 4.17



[8]
A single C3H7NOS molecule in a non-equilibrium geometry. Source: OMol25; level of theory: ωB97M-V/def2-TZVPD.

The geometry in XYZ format:
```
13
Properties=species:S:1:pos:R:3
C 0.875 1.098 -0.346
C -0.330 0.321 -0.589
O -1.377 0.806 0.315
C -0.014 -1.104 -0.249
N -0.098 -1.192 1.098
S 0.679 -2.268 -1.254
H 1.702 0.773 -0.889
H 1.045 1.034 0.692
H 0.654 2.209 -0.598
H -0.681 0.361 -1.648
H -2.240 0.311 0.250
H 0.162 -2.004 1.658
H -0.379 -0.345 1.559
```

Calculated values
ΔE to the lowest compared entry with this formula, charge and spin in eV: 1.040
HOMO level in eV: -8.42
Gap between HOMO and LUMO in eV: 8.99
SMILES: C[C@H](O)C(N)=S